(1)
This record from the Open Molecules 2025 dataset describes 2 unconnected molecules or ions with the total composition C4H11NO2 at a distorted geometry. The level of theory is wB97M-V/def2-TZVPD.

Results
- Gap between HOMO and LUMO: 9.70 eV
- SMILES: CC(=O)N(C)C.O
- Largest force on an atom: 1.92 eV Å⁻¹
- Multiplicity: 1
- Energy above the lowest of the compared OMol25 structures with the same formula, charge and spin: 1.270 eV
- E_LUMO: 0.694 eV
- HOMO level: -0.331 Eh

Last column: natural (NBO) charge in e.
Positions of all 18 atoms, in Å:
C: 1.76999 -0.01709 -0.45910  -0.704
C: 1.03034 0.43167 0.79700  0.680
O: 1.40399 1.43837 1.38720  -0.630
N: -0.10265 -0.25493 1.18224  -0.451
C: -0.51669 0.11472 2.52683  -0.423
C: -0.70709 -1.34639 0.43247  -0.410
H: 1.49207 0.49208 -1.36485  0.241
H: 1.55740 -1.09376 -0.48989  0.203
H: 2.84394 0.10273 -0.29635  0.240
H: 0.14064 -0.12311 3.38273  0.201
H: -0.44029 1.19790 2.45965  0.239
H: -1.57219 -0.25758 2.73160  0.196
H: -1.44322 -1.96165 1.05169  0.217
H: 0.07163 -2.02035 0.08635  0.196
H: -1.20771 -1.08009 -0.52409  0.203
O: -2.05483 -0.11074 -4.61071  -0.935
H: -2.07179 0.65360 -5.19587  0.468
H: -2.97113 -0.19477 -4.32763  0.467

Cartesian forces, eV/Å:
-0.08 -1.37 1.34
-0.12 1.12 -1.23
0.03 -0.63 0.29
0.85 -0.42 0.41
-1.74 0.45 0.13
-0.52 -1.08 0.01
-0.38 0.15 -0.24
0.42 0.26 -0.85
-0.23 0.18 0.05
0.03 -0.60 -0.70
-0.74 0.19 0.67
1.37 0.61 -0.28
1.09 1.10 -0.65
-0.01 -0.44 0.26
0.03 0.48 0.77
-0.15 0.11 -0.03
0.12 -0.02 -0.01
0.04 -0.09 0.05

=====

(2)
This record from the Open Molecules 2025 dataset describes a molecular structure, C11H15NPTm at a distorted geometry. The level of theory is wB97M-V/def2-TZVPD.

Results
- Gap between HOMO and LUMO (alpha / beta): 4.96 / 5.11 eV
- Largest force on an atom: 2.51 eV Å⁻¹
- Multiplicity: 3
- Energy above the lowest of the compared OMol25 structures with the same formula, charge and spin: 0.000 eV
- E_LUMO (alpha / beta): -0.253 / -0.274 eV
- HOMO level (alpha / beta): -0.192 / -0.198 Eh

Last column: Löwdin spin population.
Positions of all 29 atoms, in Å:
C: -1.59947 -0.72380 -1.28611  -0.004
C: -0.86261 -1.50148 -2.15842  -0.001
C: 0.12066 -2.40551 -1.62892  -0.004
C: 0.01643 -2.73982 -0.23502  0.000
C: -0.72593 -1.94400 0.61864  -0.007
Tm: 0.42416 -0.43666 -0.49583  2.011
P: -0.82451 2.20005 -0.01880  0.001
H: -2.42004 -0.07791 -1.59544  0.001
H: -0.92927 -1.43781 -3.25931  0.000
H: 0.80157 -2.93620 -2.31357  0.000
H: -0.95899 -2.19877 1.65823  0.001
H: 0.60202 -3.61446 0.09392  0.001
H: -1.45282 2.39268 1.24368  0.000
H: -1.91556 2.65900 -0.82388  0.000
H: -0.09400 3.42254 0.01479  0.000
N: 1.35420 0.31805 1.70852  0.000
C: 1.66707 1.66256 2.13692  0.000
C: 0.95896 2.22516 3.19705  0.000
C: 1.27899 3.53072 3.59728  0.000
C: 2.28130 4.25083 2.92580  0.000
C: 3.01728 3.63418 1.90186  0.000
C: 2.69504 2.33849 1.47795  0.000
H: 0.66420 -0.16550 2.29656  0.000
H: 2.20130 -0.26252 1.69316  0.000
H: 0.16836 1.62959 3.66770  0.000
H: 0.74218 3.97471 4.43366  0.000
H: 2.48511 5.28832 3.21565  0.000
H: 3.84320 4.18168 1.44135  0.000
H: 3.22063 1.85438 0.64358  0.000

Cartesian forces, eV/Å:
0.82 1.54 -0.58
-0.61 -0.33 -1.58
0.47 -0.34 -0.60
0.51 -1.90 0.36
1.53 0.85 0.64
-1.50 1.39 1.46
-0.26 0.43 -0.19
-0.23 -0.43 -0.33
-0.35 -0.39 0.47
-0.46 0.16 0.52
0.00 -0.48 -0.32
-0.64 -0.02 -0.19
0.13 -0.12 -0.29
0.45 -0.17 0.29
-0.28 -0.07 0.03
0.62 -0.11 0.29
-0.02 -0.85 -0.02
0.30 0.44 -0.18
0.03 -0.18 -0.44
-0.11 -0.37 0.19
-0.26 0.05 0.05
-0.06 0.48 0.32
0.31 0.29 -0.27
-0.40 0.26 0.27
0.34 0.38 -0.01
0.10 0.00 -0.24
0.04 -0.54 -0.10
-0.34 -0.21 0.02
-0.14 0.25 0.44

=====

(3)
This record from the Open Molecules 2025 dataset describes a molecular structure, C24H33IrNO3 at a distorted geometry. The level of theory is wB97M-V/def2-TZVPD.

Results
- Gap between HOMO and LUMO (alpha / beta): 4.59 / 5.83 eV
- Largest force on an atom: 7.71 eV Å⁻¹
- Multiplicity: 6
- Energy above the lowest of the compared OMol25 structures with the same formula, charge and spin: 1.070 eV
- E_LUMO (alpha / beta): 0.346 / -2.181 eV
- HOMO level (alpha / beta): -0.156 / -0.295 Eh

Last column: Löwdin spin population.
Positions of all 62 atoms, in Å:
O: -0.50404 1.79236 -2.55365  0.000
C: -0.47557 1.16988 -3.90713  0.000
C: -1.51383 2.08967 -4.52043  0.000
H: -0.77474 0.11505 -3.86844  0.000
H: 0.52571 1.26983 -4.35620  0.000
C: -1.43684 2.76332 -3.13829  0.000
H: -2.48019 1.62398 -4.73859  0.000
H: -1.16237 2.71260 -5.34052  0.000
C: -2.79955 2.75810 -2.47603  0.000
H: -3.11514 1.72416 -2.26306  0.000
H: -3.54067 3.21626 -3.15351  0.000
H: -2.77212 3.35902 -1.55925  0.000
C: -0.77936 4.13510 -3.24540  0.000
H: 0.24158 4.02588 -3.63313  0.000
H: -0.73861 4.61008 -2.25982  0.000
H: -1.33906 4.79010 -3.92737  0.000
Ir: 1.17746 0.50528 1.55532  1.918
C: 3.12820 0.88287 2.23507  0.127
C: 3.20237 -0.33456 1.47672  0.177
C: 2.83459 -0.03022 0.12350  0.185
H: 3.42115 -1.31383 1.88149  0.011
C: 2.50402 1.35454 0.04093  0.143
C: 2.63824 1.92629 1.34737  0.097
H: 2.43381 2.95757 1.61237  0.007
H: 3.27610 0.98739 3.30735  0.006
H: 2.78576 -0.74192 -0.69477  0.013
H: 2.16599 1.89023 -0.84491  0.010
C: 0.10269 0.57890 3.85094  0.298
C: 0.55987 1.76834 3.20128  0.156
C: -0.20139 1.92743 1.96147  0.024
H: 1.27954 2.47862 3.57994  0.008
C: -1.02969 0.74204 1.83397  0.185
C: -0.83599 -0.06483 3.00329  0.284
H: -1.37699 -0.98522 3.22206  0.013
H: 0.44524 0.21539 4.81358  0.016
H: -0.18053 2.77400 1.29260  0.002
H: -1.75800 0.57375 1.05763  0.013
O: -2.26495 -0.66112 -1.89278  0.002
C: -1.15819 -0.50256 -0.96509  0.012
C: 0.11479 -1.03049 -1.61139  0.009
H: -1.34991 -1.11763 -0.05402  0.001
H: -1.07409 0.55753 -0.66773  0.006
C: -0.44074 -2.04858 -2.64195  0.001
H: 0.74970 -1.48165 -0.84050  0.005
H: 0.63287 -0.18853 -2.09983  0.000
C: -1.97835 -1.88966 -2.61094  0.001
H: -0.19636 -3.05534 -2.28798  0.000
H: 0.00824 -1.87101 -3.62481  0.000
H: -2.43275 -2.74276 -2.06745  0.000
H: -2.42069 -1.81373 -3.60886  0.000
O: 0.79337 -1.68620 1.39366  0.302
N: 0.73380 -2.59145 2.41359  0.275
C: 1.48288 -2.47948 3.52830  0.137
C: 1.41482 -3.44798 4.51864  0.053
C: 0.62020 -4.57309 4.32464  0.251
C: -0.18069 -4.65274 3.18508  0.052
C: -0.11669 -3.63751 2.24413  0.154
H: 2.11185 -1.58905 3.61761  0.012
H: 1.99362 -3.27814 5.42135  0.000
H: 0.63190 -5.37772 5.05481  0.017
H: -0.86164 -5.48480 3.01282  -0.001
H: -0.72062 -3.60376 1.34232  0.017

Cartesian forces, eV/Å:
-0.65 0.15 -2.19
0.81 -0.87 0.26
0.37 -0.15 0.69
0.21 0.38 0.08
-0.23 -0.14 0.25
-0.76 0.98 -0.43
0.28 0.10 0.00
-0.10 -0.10 -0.04
-0.03 0.25 0.36
0.16 0.37 -0.02
0.30 -0.11 0.23
-0.16 -0.25 0.05
-0.09 -0.02 0.31
-0.21 0.03 0.08
0.11 0.02 -0.10
0.04 -0.18 0.20
-4.85 -5.59 -2.19
1.69 0.58 0.25
2.01 0.25 -0.67
1.39 -0.38 0.16
0.10 0.19 -0.20
0.86 1.07 -0.68
2.98 0.90 -0.37
0.20 -0.20 -0.09
0.24 -0.06 -0.39
-0.09 0.17 0.32
0.08 -0.23 0.27
-0.28 0.44 0.38
-1.89 0.85 0.87
-1.10 0.80 1.02
-0.19 -0.03 0.11
-0.56 0.74 1.71
-0.99 0.54 0.38
0.40 0.22 -0.14
0.02 -0.02 -0.27
-0.29 0.12 0.16
0.19 -0.04 0.24
1.24 -0.50 -0.08
-0.61 -0.24 0.64
-0.46 0.38 -0.42
-0.09 0.29 -0.52
-0.20 -0.61 -0.53
0.28 -0.22 0.49
-0.18 0.02 -0.38
-0.02 -0.51 0.18
0.03 0.40 0.47
0.10 0.06 -0.40
-0.22 -0.25 0.12
0.11 0.37 -0.28
-0.04 0.01 0.19
0.45 0.00 -0.39
-0.38 0.69 -0.75
1.15 0.01 2.13
0.57 1.53 -1.00
-0.11 -1.26 1.15
-0.19 0.97 -1.38
-1.15 -1.82 0.20
-0.42 -0.38 -0.03
-0.03 -0.16 -0.15
-0.11 0.17 -0.11
0.18 0.23 0.03
0.15 -0.01 0.20